This record from the OMol25 dataset describes a cluster of 3 separate species, C5H9N in total. The level of theory is wB97M-V/def2-TZVPD.

The geometry in XYZ format:
```
15
Properties=species:S:1:pos:R:3:lowdin_charge:R:1
C -1.894 0.410 -0.505 -0.099
C 0.660 -0.644 1.241 -0.115
C -0.646 0.814 0.225 -0.341
C 1.230 -0.809 0.036 -0.274
C 1.694 -0.771 -1.171 0.031
N -0.287 1.965 0.570 0.058
H -0.976 2.706 0.358 0.043
H -2.527 -0.209 0.136 0.070
H -2.482 1.281 -0.830 0.067
H -1.656 -0.189 -1.386 0.063
H -0.065 -1.368 1.590 0.095
H 1.069 0.088 1.926 0.094
H 2.106 -1.748 1.167 0.158
H 1.219 -0.155 -1.923 0.077
H 2.556 -1.370 -1.436 0.072
```

Values from the calculation:
electronic energy = -250.399696 hartree
highest occupied orbital energy = -6.668 eV
gap between HOMO and LUMO = 7.27 eV
energy relative to the best compared isomer or geometry (same formula, charge and spin) = 167.7 kcal/mol